1.
Density functional theory data (ωB97M-V/def2-TZVPD) for a single Cl2F2H6Si4 molecule in a non-equilibrium geometry.

Calculated values
DFT total energy: -62092.0755 eV
HOMO level: -9.949 eV
max |F|: 3.5 eV/A
SMILES: F[Si@H](Cl)[Si@](F)(Cl)[SiH2][SiH3]
frontier orbital gap: 0.35421 hartree
energy relative to the best compared isomer or geometry (same formula, charge and spin): 0.0 kcal/mol
LUMO: -0.311 eV

Each line ends with the natural charge from an NBO analysis.
Element x y z (Å)
F  1.62  -1.64  1.67  -0.657
Si  2.56  -0.73  0.75  1.188
Cl  3.18  0.58  2.18  -0.381
Si  1.09  0.14  -0.96  1.037
F  1.12  -1.09  -2.04  -0.647
Cl  1.97  1.54  -2.09  -0.356
Si  -0.85  0.93  -0.01  0.098
Si  -2.79  -0.19  -0.18  0.337
H  3.73  -1.63  0.32  -0.170
H  -1.07  2.38  -0.43  -0.066
H  -0.52  1.01  1.35  -0.098
H  -3.11  -0.92  1.18  -0.096
H  -2.90  -1.26  -1.32  -0.097
H  -4.02  0.88  -0.42  -0.091

---

2.
Density functional theory data (ωB97M-V/def2-TZVPD) for 2 unconnected molecules or ions with the total composition Cl2FH2P2 in a non-equilibrium geometry.

Calculated values
DFT total energy: -46362.7905 eV
HOMO level (alpha / beta): -15.844 / -15.365 eV
max |F|: 3.2 eV/A
frontier orbital gap (alpha / beta): 0.27015 / 0.26301 hartree
energy relative to the best compared isomer or geometry (same formula, charge and spin): 73.2 kcal/mol
LUMO (alpha / beta): -8.493 / -8.208 eV
charge: +1

Each line ends with the natural charge from an NBO analysis.
Element x y z (Å)
F  1.95  -2.08  -1.36  -0.523
P  0.59  0.33  0.02  0.306
P  1.52  -1.88  0.17  1.259
Cl  3.04  -2.36  1.27  -0.041
Cl  -0.66  -3.73  -0.22  -0.112
H  0.60  0.72  1.43  0.056
H  -0.65  -0.43  -0.03  0.055

---

3.
Density functional theory data (ωB97M-V/def2-TZVPD) for 2 unconnected molecules or ions with the total composition Cl2H2NOP in a non-equilibrium geometry.

Calculated values
DFT total energy: -37902.1351 eV
HOMO level (alpha / beta): -11.580 / -10.143 eV
max |F|: 2.0 eV/A
frontier orbital gap (alpha / beta): 0.31412 / 0.33179 hartree
energy relative to the best compared isomer or geometry (same formula, charge and spin): 80.2 kcal/mol
LUMO (alpha / beta): -3.033 / -1.115 eV

Each line ends with the natural charge from an NBO analysis.
Element x y z (Å)
N  0.57  0.66  -2.17  -0.625
O  0.21  -1.72  1.97  -0.934
P  -0.39  -0.60  1.21  1.442
Cl  -0.34  1.16  2.38  -0.282
Cl  -2.31  -1.04  0.89  -0.225
H  0.97  1.44  -1.56  0.311
H  1.28  0.10  -2.70  0.313

---

4.
Density functional theory data (ωB97M-V/def2-TZVPD) for 2 unconnected molecules or ions with the total composition Cl2H2NPS in a non-equilibrium geometry.

Calculated values
DFT total energy: -46689.8995 eV
HOMO level (alpha / beta): -10.274 / -9.107 eV
max |F|: 1.4 eV/A
frontier orbital gap (alpha / beta): 0.30156 / 0.23834 hartree
energy relative to the best compared isomer or geometry (same formula, charge and spin): 82.6 kcal/mol
LUMO (alpha / beta): -2.068 / -2.621 eV

Each line ends with the natural charge from an NBO analysis.
Element x y z (Å)
N  0.72  2.78  -2.42  -1.040
P  -0.07  1.54  -1.91  1.184
S  -0.96  -1.94  -0.29  -0.092
Cl  -1.56  1.84  -0.53  -0.282
Cl  -1.09  0.93  -3.48  -0.232
H  0.95  3.37  -1.64  0.371
H  -0.84  -1.91  1.02  0.090

---

5.
Density functional theory data (ωB97M-V/def2-TZVPD) for 2 unconnected molecules or ions with the total composition Cl2H2OP2 in a non-equilibrium geometry.

Calculated values
DFT total energy: -45702.3275 eV
HOMO level: -9.577 eV
max |F|: 4.1 eV/A
frontier orbital gap: 0.32596 hartree
energy relative to the best compared isomer or geometry (same formula, charge and spin): 42.7 kcal/mol
LUMO: -0.707 eV

Each line ends with the natural charge from an NBO analysis.
Element x y z (Å)
O  -1.07  1.28  -0.27  -1.040
P  -2.03  -1.70  0.16  -0.182
P  -2.11  0.32  -0.03  1.390
Cl  -3.85  1.26  0.06  -0.211
Cl  2.15  1.59  0.22  -0.261
H  1.00  1.84  0.09  0.258
H  -0.58  -1.62  0.46  0.046

---

6.
Density functional theory data (ωB97M-V/def2-TZVPD) for a single Cl2H3N2OP molecule in a non-equilibrium geometry.

Calculated values
DFT total energy: -39411.2603 eV
HOMO level: -9.427 eV
max |F|: 3.8 eV/A
SMILES: NNP(=O)(Cl)Cl
frontier orbital gap: 0.35954 hartree
energy relative to the best compared isomer or geometry (same formula, charge and spin): 7.8 kcal/mol
LUMO: 0.357 eV

Each line ends with the natural charge from an NBO analysis.
Element x y z (Å)
N  1.25  0.70  -0.79  -0.675
N  0.73  -0.52  -0.18  -0.741
P  -0.84  -0.25  0.73  1.815
O  -0.71  1.03  1.38  -1.051
Cl  -0.88  -1.84  1.90  -0.216
Cl  -2.45  -0.48  -0.46  -0.250
H  0.79  1.13  -1.58  0.348
H  1.32  1.44  -0.02  0.377
H  0.79  -1.22  -0.97  0.392

---

The highest energy relative to the best compared isomer or geometry (same formula, charge and spin) belongs to which entry?
Cl2H2NPS